8 unconnected molecules or ions with the total composition C28H52F5IN3O33P2S7, computed with the ωB97M-V functional and the def2-TZVPD basis.

Last column: Mulliken charge in e.
Atoms and positions in Å:
1 C 2.1989 -3.4901 4.1833  -0.2988
2 C 2.6911 -2.9681 3.1926  -1.0654
3 C 3.4740 -2.0595 2.2018  0.5914
4 C 2.9231 -0.5535 2.1930  -1.4767
5 I 0.7300 -0.8083 2.0459  0.1464
6 C 3.1015 0.1573 3.5899  -1.6392
7 O 2.3098 1.3150 3.5999  0.1937
8 C 1.5297 1.4631 4.7972  -0.5978
9 C 2.3226 2.2031 5.9682  -0.2542
10 C 2.2915 3.7735 5.7454  -0.9626
11 N 4.5407 0.3742 3.9110  0.6237
12 C 5.0757 -0.6909 4.8456  -0.6023
13 C 5.4952 0.5042 2.7556  -1.1987
14 O 6.4087 1.5188 3.1768  -0.5227
15 C 4.8018 0.9070 1.3568  0.6138
16 C 4.5807 2.4980 1.5323  -1.2281
17 N 3.5903 3.0367 0.5832  -0.1195
18 C 5.8756 0.7810 0.1956  0.6694
19 F 5.5315 1.5031 -0.9420  -0.2805
20 F 7.0805 1.4256 0.5280  -0.2954
21 C 6.3710 -0.6856 -0.1330  0.6346
22 F 5.4357 -1.6587 -0.1782  -0.1573
23 F 7.4073 -1.0324 0.7150  -0.2456
24 F 6.9541 -0.6334 -1.3858  -0.2737
25 N 3.4875 0.3128 1.1482  1.1908
26 P 2.8926 0.1408 -0.4588  -0.3471
27 P 1.1861 1.5113 -0.8484  0.9806
28 O 0.7167 2.2362 0.3694  -0.4485
29 O 1.7182 2.5083 -2.0769  -0.4569
30 O -0.0735 0.5764 -1.4261  -0.2050
31 H 1.7469 -3.8528 5.1260  0.4272
32 H 4.5824 -2.1255 2.3538  0.3448
33 H 3.2459 -2.4706 1.1778  0.3842
34 H 2.6910 -0.5590 4.3649  0.8058
35 H 0.6924 2.1710 4.5291  0.3658
36 H 1.0242 0.5219 5.1482  0.3623
37 H 3.3710 1.8213 6.0942  0.1360
38 H 1.7339 2.0089 6.9088  0.3814
39 H 2.2099 4.3333 6.7226  0.3968
40 H 1.3657 4.0640 5.1688  0.2919
41 H 3.1868 4.1651 5.1977  0.0966
42 H 4.5832 1.2375 4.4843  0.8368
43 H 6.1513 -0.4854 5.1248  0.3038
44 H 5.0582 -1.7105 4.3945  0.3258
45 H 4.5178 -0.6791 5.8255  0.3130
46 H 6.0118 -0.4963 2.6516  0.3133
47 H 6.8449 1.2496 4.0033  0.5324
48 H 4.2054 2.7235 2.5740  0.2312
49 H 5.5290 3.0830 1.4244  0.2631
50 H 4.0648 3.5273 -0.1746  0.3106
51 H 3.0232 3.7222 1.0931  0.0473
52 H 2.2924 -1.1613 -0.5911  0.0171
53 H 2.3243 1.9652 -2.6261  0.3302
54 H 0.3077 -0.2001 -1.9087  0.2431
55 C -1.5119 3.4647 -2.0828  0.0962
56 C -2.3099 3.3764 -0.7982  -0.0849
57 O -3.2525 4.4482 -0.8767  -0.3511
58 S -3.6579 4.6885 -2.4230  1.0566
59 O -4.8774 4.0015 -2.6817  -0.3837
60 O -3.4653 6.0690 -2.7221  -0.5969
61 O -2.4583 3.8320 -3.0898  -0.3429
62 H -0.7544 4.2508 -2.0254  0.2374
63 H -1.0355 2.5211 -2.3352  -0.0269
64 H -1.6849 3.4756 0.0871  0.3025
65 H -2.8695 2.4381 -0.7447  0.2019
66 C -1.7421 -4.7389 1.3877  -0.2397
67 C -1.9358 -6.2229 1.6312  -0.4179
68 O -0.6122 -6.7447 1.7938  -0.2995
69 S 0.3195 -5.6174 2.4798  1.0044
70 O 0.3814 -5.8774 3.8803  -0.5541
71 O 1.4821 -5.4477 1.6763  -0.4865
72 O -0.6615 -4.3555 2.2469  -0.1338
73 H -1.4428 -4.5431 0.3574  0.2172
74 H -2.6365 -4.1631 1.6199  0.3092
75 H -2.4445 -6.7142 0.8087  0.3294
76 H -2.4868 -6.4027 2.5587  0.3129
77 C -2.5759 -2.2058 -4.5895  -0.2313
78 C -2.1005 -2.1603 -6.0276  -0.3047
79 O -0.7785 -1.6062 -5.9610  -0.3678
80 S -0.0876 -2.0597 -4.5795  1.0505
81 O 0.7400 -3.1888 -4.8348  -0.5753
82 O 0.3983 -0.8888 -3.9159  -0.5484
83 O -1.4174 -2.5703 -3.8288  -0.2276
84 H -2.9114 -1.2235 -4.2503  0.2945
85 H -3.3735 -2.9300 -4.4425  0.2961
86 H -2.7431 -1.5515 -6.6576  0.3028
87 H -2.0230 -3.1650 -6.4509  0.2801
88 C -7.3970 0.1898 -1.1737  -0.2418
89 C -7.9232 0.6904 0.1620  -0.4763
90 O -7.2555 1.9326 0.3776  -0.3144
91 S -6.9853 2.6492 -1.0549  0.7967
92 O -8.0194 3.5998 -1.2837  -0.5909
93 O -5.6061 2.9727 -1.1506  -0.2570
94 O -7.2714 1.3579 -1.9897  -0.2282
95 H -6.4064 -0.2598 -1.0670  0.2409
96 H -8.0715 -0.5282 -1.6387  0.3183
97 H -7.7175 -0.0024 0.9760  0.3244
98 H -8.9979 0.8866 0.1150  0.3203
99 C 4.0467 8.5968 2.1077  -0.4454
100 C 3.8791 7.6561 0.9298  -0.3420
101 O 4.0669 6.3465 1.4785  -0.2551
102 S 3.5290 6.3296 3.0015  1.3439
103 O 2.2071 5.7987 3.0040  -0.5516
104 O 4.5632 5.8185 3.8386  -0.6194
105 O 3.4332 7.9243 3.2126  -0.3640
106 H 5.1021 8.7503 2.3455  0.3008
107 H 3.5709 9.5608 1.9368  0.3272
108 H 4.5997 7.8484 0.1374  0.3149
109 H 2.8671 7.7097 0.5207  0.3157
110 C -0.4297 -8.0764 -2.1836  -0.2921
111 C -1.5062 -8.5258 -3.1524  -0.3719
112 O -2.6212 -7.6698 -2.8824  -0.3085
113 S -2.0782 -6.2227 -2.4205  1.0556
114 O -2.0874 -5.3527 -3.5434  -0.4880
115 O -2.7028 -5.8792 -1.1843  -0.5956
116 O -0.5517 -6.6521 -2.1261  -0.2298
117 H -0.6071 -8.4745 -1.1812  0.2374
118 H 0.5679 -8.3604 -2.5135  0.3355
119 H -1.7803 -9.5698 -3.0148  0.3224
120 H -1.1993 -8.3647 -4.1889  0.2800
121 C -8.2352 -0.1095 -6.1987  -0.4100
122 C -7.8555 -0.1389 -4.7307  -0.2064
123 O -7.1986 -1.3983 -4.5476  -0.2775
124 S -6.4213 -1.7922 -5.9095  1.0358
125 O -5.0490 -1.4125 -5.7863  -0.4861
126 O -6.8182 -3.1044 -6.2850  -0.5801
127 O -7.1409 -0.7273 -6.8824  -0.3091
128 H -9.1322 -0.7045 -6.3869  0.3130
129 H -8.3904 0.9038 -6.5647  0.3254
130 H -8.7199 -0.0551 -4.0751  0.3344
131 H -7.1402 0.6507 -4.4898  0.2508

Atomic forces in eV per Å
0.587 0.925 -0.494
0.944 0.867 1.219
-1.531 -1.007 -0.239
0.253 -0.307 1.211
0.601 0.304 -0.130
-3.083 -1.604 -0.314
1.248 -0.632 0.546
-0.576 1.549 1.259
-1.205 0.452 -0.359
-0.117 0.150 0.158
0.320 -0.304 1.068
0.736 -0.671 1.382
1.369 -0.070 -0.841
-0.748 -0.887 -0.481
0.623 3.018 1.310
0.019 1.155 0.042
0.435 -0.085 0.461
1.239 0.919 -0.381
-0.233 -1.568 1.452
-1.600 -0.924 0.412
1.905 -0.146 -2.383
0.858 1.024 0.667
-2.035 0.134 -0.557
-0.948 -0.134 1.648
-0.800 -2.037 0.018
1.057 0.228 -1.600
-1.798 0.781 1.361
0.348 -0.360 -1.827
-0.273 -2.108 1.231
2.477 0.301 0.053
0.478 0.139 -1.438
-0.962 -0.008 -0.060
0.473 0.452 0.880
0.708 0.621 -0.744
0.883 -0.890 0.026
0.858 0.467 -0.574
-0.859 0.196 0.056
0.800 -0.091 -0.819
0.313 -0.726 -0.947
1.050 -0.350 0.478
-0.834 -0.395 0.432
-0.052 -0.029 -0.797
-1.114 0.070 -0.562
-0.366 0.968 0.237
0.283 0.018 -1.260
-0.538 1.021 0.195
0.083 -0.065 -0.490
0.368 -0.555 -1.061
-0.494 -0.961 0.287
-0.191 -0.139 0.251
-0.055 -0.481 -0.550
0.088 0.645 0.649
-0.313 0.558 0.042
-0.724 0.625 -0.089
0.503 0.279 0.263
-0.058 -0.617 0.052
0.164 0.432 -0.678
0.071 -0.189 -0.182
2.075 2.504 -3.004
-0.238 -0.367 0.208
-0.544 0.041 0.359
0.011 -0.054 0.054
-0.250 0.065 -0.226
-0.096 0.197 -0.045
0.066 -0.009 -0.006
-0.145 -0.096 -0.673
-0.605 0.086 0.534
0.602 0.622 -0.053
-0.652 -0.064 -0.335
0.294 0.196 -0.378
-0.168 -0.253 0.360
0.300 -0.602 0.456
-0.067 -0.033 0.052
0.173 0.051 0.180
0.285 -0.049 0.022
0.012 0.050 -0.017
-0.490 0.499 -0.143
-0.377 -0.608 -0.162
0.406 0.263 0.920
-1.129 -0.573 -0.674
0.129 0.542 0.440
0.301 -0.276 0.026
0.930 0.190 -0.324
-0.025 -0.046 -0.061
0.273 -0.118 0.135
0.259 0.161 0.070
-0.044 0.026 0.040
0.307 -0.310 0.280
-0.548 -0.076 -0.164
0.274 -0.127 -0.515
0.250 -0.032 0.414
0.454 -0.235 -0.103
-2.301 -1.988 2.989
-0.307 0.251 0.379
-0.050 -0.030 0.019
0.009 0.174 -0.124
0.147 0.196 0.035
0.013 -0.106 -0.009
0.576 0.213 -0.234
-0.532 0.413 -0.252
0.209 -0.031 0.742
-0.008 0.790 -0.393
0.477 -0.115 0.268
-0.412 -0.256 -0.247
-0.217 -0.756 -0.236
-0.037 0.014 -0.033
-0.147 -0.131 0.195
0.084 -0.251 0.120
0.050 0.045 -0.005
-0.066 -0.557 0.359
0.469 -0.074 -0.500
0.119 0.527 0.684
0.452 -0.711 -0.501
-0.171 0.032 0.509
-0.117 0.111 -0.628
-0.633 0.281 -0.332
0.035 -0.020 -0.037
-0.015 0.278 -0.013
-0.236 0.154 0.093
0.025 -0.048 0.045
-0.705 -0.085 0.154
0.267 0.755 -0.126
0.150 -0.443 -0.640
-0.657 0.470 -0.052
-0.413 -0.368 -0.131
0.477 0.256 0.243
0.590 -0.250 0.580
0.013 0.045 0.008
0.236 -0.091 -0.107
0.084 -0.248 0.014
-0.118 0.032 0.007

strongest force on any atom	4.43	eV/A
net charge	+1
energy	-218013.5920	eV
orbital gap	8.5	eV
HOMO level	-11.1	eV